# 1
A single C4H7NO2 molecule. Source: the Open Molecules 2025 dataset; level of theory: ωB97M-V with the def2-TZVPD basis set.

Geometry (Å):
C  -0.278  0.595  -1.874
C  -0.155  0.814  -0.381
O  -0.219  1.942  0.064
N  0.041  -0.258  0.499
C  0.186  0.141  1.909
C  0.190  -1.568  0.048
O  0.429  -2.530  0.742
H  0.634  0.179  -2.313
H  -0.438  1.598  -2.269
H  -1.123  -0.042  -2.155
H  -0.244  -0.612  2.570
H  1.241  0.316  2.150
H  -0.335  1.094  2.041
H  0.066  -1.663  -1.044

Results
Spin multiplicity ... 1
E_tot ... -9846.90870 eV
SMILES ... CC(=O)N(C)C=O
Molecular weight ... 101.10 u
Max |F| ... 0.76 eV/Å
Gap between HOMO and LUMO ... 11.08 eV
E_HOMO ... -10.4 eV
Relative energy (zero: lowest compared OMol25 entry of this formula, charge and spin) ... 0.371 eV



# 2
A molecular structure, C45H72NO30V in a non-equilibrium geometry. Source: the Open Molecules 2025 dataset; level of theory: ωB97M-V with the def2-TZVPD basis set.

Geometry (Å):
O  2.135  -4.460  17.782
V  1.846  -5.687  18.719
O  1.531  -5.276  20.193
C  4.327  -6.052  15.829
C  5.342  -6.399  16.895
C  6.357  -5.269  16.819
C  7.504  -5.415  17.845
C  6.881  -5.263  19.234
C  5.629  -6.136  19.487
N  4.824  -6.331  18.267
O  3.755  -7.240  18.525
C  4.925  -5.375  20.643
C  6.126  -7.460  20.139
C  6.046  -7.781  16.706
H  4.637  -6.086  14.785
H  3.974  -5.078  16.174
H  3.410  -6.647  15.789
H  5.932  -4.275  16.971
H  6.847  -5.244  15.843
H  8.285  -4.694  17.586
H  8.162  -6.284  17.757
H  6.731  -4.218  19.510
H  7.702  -5.559  19.892
H  4.077  -5.914  21.072
H  4.442  -4.453  20.296
H  5.565  -4.996  21.440
H  6.431  -7.289  21.174
H  7.056  -7.760  19.650
H  5.357  -8.231  20.169
H  5.360  -8.520  17.126
H  6.953  -8.058  17.238
H  6.232  -7.973  15.648
C  5.043  -9.239  12.666
C  3.670  -8.472  12.625
C  2.586  -9.046  11.685
O  1.471  -9.348  12.532
C  1.826  -9.218  13.823
O  1.091  -9.455  14.724
O  3.068  -8.779  13.887
H  4.943  -10.300  12.897
H  5.606  -8.864  13.518
H  5.413  -9.127  11.646
H  3.782  -7.398  12.481
H  3.045  -9.875  11.148
H  2.212  -8.242  11.052
C  7.700  -10.509  16.705
C  6.760  -11.463  16.025
C  6.248  -12.593  16.901
O  4.964  -12.016  17.263
C  4.563  -11.089  16.411
O  3.479  -10.605  16.247
O  5.617  -10.817  15.577
H  7.138  -10.059  17.526
H  7.962  -9.701  16.020
H  8.658  -10.762  17.158
H  7.151  -12.027  15.173
H  6.760  -12.763  17.846
H  6.028  -13.539  16.407
C  2.997  -5.524  26.823
C  3.384  -6.073  25.412
C  4.372  -5.177  24.563
O  5.497  -6.039  24.227
C  5.323  -7.184  24.868
O  6.221  -7.972  25.053
O  4.148  -7.221  25.498
H  2.613  -6.332  27.443
H  2.281  -4.729  26.619
H  3.914  -5.156  27.282
H  2.542  -6.331  24.767
H  4.775  -4.417  25.233
H  3.848  -4.730  23.722
C  4.484  -1.034  17.908
C  5.908  -0.656  18.209
C  6.629  -1.257  19.427
O  7.897  -1.709  18.864
C  7.900  -1.413  17.565
O  8.855  -1.623  16.864
O  6.670  -1.107  17.105
H  3.880  -1.273  18.784
H  4.506  -2.003  17.400
H  4.000  -0.404  17.164
H  5.943  0.429  18.340
H  6.119  -2.103  19.891
H  6.855  -0.586  20.253
C  -1.489  -5.165  14.414
C  0.016  -5.486  14.188
C  0.392  -4.868  12.840
O  1.059  -3.683  13.191
C  1.484  -3.755  14.454
O  2.364  -3.095  14.924
O  0.832  -4.754  15.078
H  -2.131  -5.903  13.934
H  -1.727  -4.185  14.002
H  -1.702  -5.129  15.483
H  0.219  -6.545  14.344
H  -0.504  -4.675  12.253
H  1.000  -5.588  12.288
C  10.450  -6.570  20.939
C  10.219  -6.863  22.367
C  11.227  -6.599  23.524
O  10.455  -5.875  24.496
C  9.251  -5.515  23.958
O  8.467  -4.828  24.545
O  9.121  -6.018  22.743
H  11.213  -7.063  20.331
H  10.620  -5.507  20.753
H  9.615  -6.834  20.285
H  9.919  -7.907  22.491
H  12.011  -5.932  23.164
H  11.574  -7.514  23.996
C  7.147  -10.331  22.271
C  6.375  -11.656  22.312
C  5.656  -11.998  20.984
O  6.441  -12.988  20.344
C  7.373  -13.374  21.149
O  8.156  -14.291  21.020
O  7.430  -12.647  22.277
H  7.766  -10.181  21.385
H  7.750  -10.269  23.175
H  6.450  -9.491  22.227
H  5.612  -11.712  23.086
H  5.588  -11.129  20.329
H  4.695  -12.489  21.132
C  7.350  -3.990  13.132
C  6.260  -2.953  12.970
C  6.618  -1.488  13.334
O  6.806  -0.956  12.023
C  6.259  -1.736  11.073
O  6.209  -1.610  9.873
O  5.753  -2.821  11.622
H  6.917  -4.967  12.911
H  7.735  -3.990  14.152
H  8.208  -3.858  12.471
H  5.353  -3.372  13.410
H  7.486  -1.273  13.956
H  5.806  -1.084  13.943
C  0.242  -6.896  23.409
C  0.881  -8.210  22.995
C  1.806  -8.261  21.723
O  2.751  -9.266  22.046
C  2.662  -9.536  23.361
O  3.286  -10.405  23.896
O  1.808  -8.716  23.966
H  1.017  -6.163  23.187
H  -0.152  -6.768  24.415
H  -0.619  -6.863  22.738
H  0.164  -9.033  22.935
H  2.309  -7.358  21.378
H  1.117  -8.503  20.911

Results
Spin multiplicity ... 1
E_tot ... -136430.76275 eV
Molecular weight ... 1157.99 u
Max |F| ... 4.71 eV/Å
Gap between HOMO and LUMO ... 4.96 eV
E_HOMO ... -7.6 eV



# 3
3 unconnected molecules or ions with the total composition C24H44Br2N4OS in a non-equilibrium geometry. Source: the Open Molecules 2025 dataset; level of theory: ωB97M-V with the def2-TZVPD basis set.

Geometry (Å):
C  -0.075  1.877  -1.224
C  -0.099  1.917  -2.864
Br  1.830  2.254  -3.431
C  -1.159  2.983  -3.519
Br  -2.707  1.876  -4.236
C  -1.631  4.197  -2.524
C  -2.990  3.977  -1.596
C  -3.534  5.102  -0.535
C  -2.722  6.516  -0.359
N  -2.960  7.720  0.530
S  -1.662  8.898  0.223
N  -0.750  8.081  -1.042
C  -1.401  6.737  -1.309
C  -0.817  5.652  -2.390
C  0.499  5.918  -3.330
C  1.856  6.361  -2.504
C  3.051  6.508  -3.664
O  4.381  6.779  -3.097
H  0.170  0.749  -0.921
H  0.797  2.586  -0.826
H  -1.100  2.125  -0.709
H  -0.407  0.840  -3.262
H  -0.687  3.494  -4.486
H  -3.615  2.963  -1.659
H  -4.481  4.879  0.119
H  0.794  5.031  -4.034
H  0.226  6.836  -4.042
H  1.686  7.438  -2.050
H  2.146  5.616  -1.644
H  2.988  5.502  -4.287
H  2.673  7.385  -4.372
H  4.465  6.223  -2.267
C  2.664  -2.667  2.339
C  2.150  -2.421  0.922
N  3.220  -2.293  -0.071
C  2.768  -1.733  -1.347
C  1.755  -2.541  -2.151
C  4.150  -3.419  -0.175
C  3.565  -4.799  -0.454
H  3.399  -1.910  2.631
H  1.832  -2.617  3.050
H  3.122  -3.655  2.440
H  1.578  -1.486  0.952
H  1.442  -3.213  0.655
H  3.638  -1.524  -1.982
H  2.329  -0.747  -1.147
H  2.212  -3.421  -2.607
H  1.364  -1.926  -2.970
H  0.901  -2.858  -1.546
H  4.720  -3.478  0.760
H  4.910  -3.198  -0.936
H  2.729  -5.041  0.207
H  4.336  -5.562  -0.293
H  3.232  -4.899  -1.488
C  -3.095  -3.456  5.764
C  -2.840  -3.082  4.306
N  -1.846  -3.936  3.651
C  -1.352  -3.391  2.383
C  -2.356  -3.234  1.247
C  -2.121  -5.374  3.650
C  -3.445  -5.842  3.054
H  -2.161  -3.498  6.332
H  -3.739  -2.705  6.233
H  -3.601  -4.422  5.853
H  -2.477  -2.047  4.305
H  -3.792  -3.080  3.764
H  -0.509  -3.998  2.030
H  -0.916  -2.404  2.587
H  -2.634  -4.197  0.817
H  -1.905  -2.644  0.440
H  -3.263  -2.711  1.562
H  -2.074  -5.731  4.685
H  -1.302  -5.904  3.147
H  -4.300  -5.279  3.437
H  -3.610  -6.895  3.311
H  -3.446  -5.778  1.964

Results
Spin multiplicity ... 1
E_tot ... -184517.78432 eV
SMILES ... C[C@H](Br)[C@@H](Br)c1ccc2nsnc2c1CCCO.CCN(CC)CC.CCN(CC)CC
Molecular weight ... 596.52 u
Max |F| ... 6.00 eV/Å
Gap between HOMO and LUMO ... 6.45 eV
E_HOMO ... -8.2 eV



# 4
A molecular structure, C2HO2P in a non-equilibrium geometry. Source: the Open Molecules 2025 dataset; level of theory: ωB97M-V with the def2-TZVPD basis set.

Geometry (Å):
C  0.016  -0.866  3.026
C  2.452  1.027  -1.112
O  1.022  -0.705  3.546
O  -0.999  -0.965  2.453
P  1.213  0.492  -0.291
H  1.762  0.988  -1.812

Results
Spin multiplicity ... 1
E_tot ... -15470.09307 eV
Molecular weight ... 88.00 u
Max |F| ... 7.46 eV/Å
Gap between HOMO and LUMO ... 8.91 eV
E_HOMO ... -10.0 eV
Relative energy (zero: lowest compared OMol25 entry of this formula, charge and spin) ... 2.521 eV



# 5
A molecular structure, C26H42Cl10N2O5PS in a non-equilibrium geometry. Source: the Open Molecules 2025 dataset; level of theory: ωB97M-V with the def2-TZVPD basis set.

Geometry (Å):
C  -5.351  1.021  -0.509
O  -5.370  -0.194  -1.219
C  -5.121  -0.059  -2.612
C  -3.750  -0.622  -3.010
C  -2.768  0.522  -3.260
C  -1.416  0.079  -3.819
C  -0.422  -0.442  -2.764
C  -0.473  0.233  -1.416
C  -0.455  1.694  -1.308
C  -0.273  2.476  -2.603
O  0.765  2.151  -3.226
O  -1.143  3.298  -2.919
C  -0.574  2.312  -0.098
P  -0.594  4.154  0.041
C  0.956  4.520  0.950
C  -1.940  4.528  1.235
C  -0.705  1.522  1.087
N  -0.859  1.953  2.335
S  -0.956  0.634  3.271
N  -0.824  -0.507  2.140
C  -0.688  0.107  0.972
C  -0.566  -0.535  -0.288
C  -0.562  -2.035  -0.257
O  0.590  -2.545  -0.936
O  0.395  -3.963  -1.019
H  -5.787  0.840  0.470
H  -5.942  1.798  -0.999
H  -4.331  1.383  -0.358
H  -5.130  1.006  -2.857
H  -5.932  -0.497  -3.193
H  -3.422  -1.254  -2.186
H  -3.882  -1.176  -3.939
H  -3.232  1.156  -4.017
H  -2.682  1.143  -2.373
H  -1.620  -0.750  -4.500
H  -0.999  0.873  -4.424
H  -0.532  -1.515  -2.672
H  0.583  -0.281  -3.154
H  1.129  5.591  0.953
H  1.763  4.015  0.429
H  0.943  4.118  1.965
H  -1.622  4.348  2.261
H  -2.214  5.577  1.161
H  -2.826  3.929  1.042
H  -0.483  -2.356  0.780
H  -1.478  -2.473  -0.657
H  0.451  -4.122  -1.969
Cl  -1.774  7.700  -6.606
C  -1.045  6.377  -5.633
C  -1.680  6.225  -4.282
Cl  -1.323  7.615  -3.213
H  0.018  6.579  -5.551
H  -1.183  5.458  -6.199
H  -1.286  5.329  -3.801
H  -2.761  6.132  -4.354
Cl  1.820  -6.019  3.095
C  1.412  -4.579  2.109
C  2.560  -4.139  1.244
Cl  3.920  -3.495  2.210
H  1.102  -3.792  2.793
H  0.564  -4.846  1.482
H  2.232  -3.341  0.580
H  2.943  -4.958  0.641
Cl  9.296  -4.625  3.759
C  8.008  -5.673  4.411
C  6.691  -4.955  4.535
Cl  6.726  -3.701  5.803
H  8.345  -6.054  5.372
H  7.901  -6.510  3.722
H  5.912  -5.664  4.812
H  6.404  -4.481  3.601
Cl  -1.113  -1.907  4.869
C  -2.476  -2.927  5.387
C  -1.989  -4.310  5.735
Cl  -1.402  -5.124  4.265
H  -3.197  -2.961  4.574
H  -2.944  -2.453  6.248
H  -2.798  -4.908  6.152
H  -1.175  -4.277  6.454
Cl  2.242  1.007  0.270
C  3.378  1.153  -1.097
C  4.656  1.866  -0.743
Cl  4.433  3.603  -0.414
H  2.838  1.645  -1.910
H  3.621  0.137  -1.407
H  5.347  1.795  -1.581
H  5.124  1.425  0.134

Results
Spin multiplicity ... 1
E_tot ... -186209.72373 eV
Molecular weight ... 880.20 u
Max |F| ... 1.63 eV/Å
Gap between HOMO and LUMO ... 6.81 eV
E_HOMO ... -4.9 eV
Relative energy (zero: lowest compared OMol25 entry of this formula, charge and spin) ... 0.000 eV
Net charge ... -1



# 6
10 unconnected molecules or ions with the total composition C26H70N18O10 in a non-equilibrium geometry. Source: the Open Molecules 2025 dataset; level of theory: ωB97M-V with the def2-TZVPD basis set.

Geometry (Å):
C  1.711  -2.638  -1.806
C  1.117  -1.233  -2.288
C  -0.383  -1.321  -1.992
C  1.776  -0.136  -1.382
C  3.238  0.350  -1.713
C  3.226  0.595  -3.235
C  2.720  -0.438  -4.207
C  2.551  0.423  -5.498
C  3.746  -1.581  -4.411
N  1.404  -0.865  -3.702
O  0.886  -1.808  -4.528
H  2.771  -2.511  -1.589
H  1.209  -3.041  -0.926
H  1.615  -3.329  -2.644
H  -0.698  -1.726  -1.030
H  -0.771  -0.304  -1.933
H  -1.075  -1.771  -2.704
H  1.200  0.762  -1.158
H  2.040  -0.728  -0.506
H  3.368  1.328  -1.248
H  4.036  -0.319  -1.393
H  4.289  0.764  -3.404
H  2.843  1.588  -3.473
H  2.386  -0.207  -6.372
H  3.455  0.974  -5.759
H  1.808  1.220  -5.515
H  4.205  -1.950  -3.493
H  4.549  -1.229  -5.059
H  3.349  -2.327  -5.099
H  0.375  -1.319  -5.177
C  1.138  6.337  -3.031
C  -0.278  5.802  -3.329
C  -1.266  6.981  -3.694
C  -0.316  4.985  -4.631
C  0.113  3.463  -4.495
C  -0.476  2.837  -3.198
C  -0.275  3.661  -1.901
C  -1.004  2.997  -0.682
C  1.196  3.605  -1.590
N  -0.875  4.981  -2.195
O  -1.125  5.683  -0.982
H  1.892  5.692  -3.482
H  1.375  7.334  -3.403
H  1.251  6.370  -1.947
H  -1.124  7.353  -4.709
H  -2.277  6.585  -3.605
H  -1.132  7.843  -3.040
H  -1.257  5.053  -5.177
H  0.345  5.602  -5.240
H  -0.198  2.942  -5.400
H  1.199  3.441  -4.406
H  -0.116  1.818  -3.061
H  -1.547  2.681  -3.332
H  -0.552  3.287  0.266
H  -0.777  1.933  -0.744
H  -2.086  3.117  -0.629
H  1.428  2.917  -0.777
H  1.554  4.576  -1.249
H  1.929  3.415  -2.374
H  -2.013  5.465  -0.691
N  4.978  -1.717  0.817
C  3.940  -2.339  1.411
N  3.344  -1.504  2.201
O  3.482  -3.433  1.181
H  5.291  -0.827  1.178
H  5.624  -2.249  0.251
H  3.721  -0.568  2.245
H  2.467  -1.917  2.486
N  -2.998  -2.569  3.768
C  -3.050  -2.373  5.052
N  -1.882  -2.466  5.589
O  -4.038  -2.162  5.698
H  -2.061  -2.624  3.394
H  -3.785  -2.504  3.139
H  -1.046  -2.402  5.026
H  -1.958  -2.448  6.596
N  0.832  1.858  6.836
C  0.088  1.724  5.843
N  -1.105  2.117  6.113
O  0.467  1.292  4.740
H  1.827  1.703  6.754
H  0.366  1.977  7.723
H  -1.340  2.482  7.026
H  -1.648  2.299  5.281
N  -0.412  -4.807  -0.205
C  -0.742  -6.031  0.016
N  -1.000  -6.760  -0.997
O  -0.975  -6.512  1.108
H  -0.382  -4.168  0.577
H  0.049  -4.581  -1.074
H  -1.312  -7.717  -0.911
H  -0.561  -6.470  -1.859
N  -5.064  -1.354  -0.680
C  -3.853  -1.245  -0.168
N  -3.180  -2.361  0.103
O  -3.351  -0.122  -0.014
H  -5.279  -2.146  -1.268
H  -5.746  -0.609  -0.663
H  -2.252  -2.301  0.496
H  -3.549  -3.212  -0.298
N  0.361  -1.265  3.578
C  -0.430  -1.094  2.606
N  -0.596  0.167  2.320
O  -0.753  -2.009  1.899
H  0.613  -2.198  3.872
H  0.636  -0.462  4.125
H  -1.096  0.461  1.493
H  -0.281  0.860  2.983
N  -3.730  0.623  3.065
C  -3.637  1.890  2.939
N  -3.711  2.160  1.660
O  -3.326  2.694  3.790
H  -3.272  0.154  3.834
H  -4.134  0.021  2.361
H  -3.692  1.331  1.083
H  -3.694  3.114  1.330
N  -0.742  -5.701  3.997
C  0.104  -5.003  4.618
N  0.420  -5.490  5.747
O  0.569  -4.010  4.143
H  -1.069  -6.523  4.484
H  -1.074  -5.369  3.103
H  0.915  -4.899  6.398
H  0.039  -6.382  6.031

Results
Spin multiplicity ... 1
E_tot ... -75395.59684 eV
SMILES ... CC1(C)CCCC(C)(C)N1O.CC1(C)CCCC(C)(C)N1O.NC(N)=O.NC(N)=O.NC(N)=O.NC(N)=O.NC(N)=O.NC(N)=O.NC(N)=O.NC(N)=O
Molecular weight ... 794.96 u
Max |F| ... 7.83 eV/Å
Gap between HOMO and LUMO ... 8.54 eV
E_HOMO ... -8.1 eV
Relative energy (zero: lowest compared OMol25 entry of this formula, charge and spin) ... 5.657 eV



# 7
A gas-phase ion, C6H6N (charge +1) in a non-equilibrium geometry. Source: the Open Molecules 2025 dataset; level of theory: ωB97M-V with the def2-TZVPD basis set.

Geometry (Å):
C  2.839  -0.440  -0.029
C  1.547  -0.230  -0.098
C  0.227  -0.036  -0.072
C  -0.637  -1.086  -0.035
N  -1.410  -1.922  -0.010
C  -0.591  1.170  0.221
C  -1.866  1.379  -0.103
H  3.225  -0.646  0.890
H  3.357  -0.451  -1.017
H  -1.879  -2.845  0.163
H  -0.006  1.999  0.608
H  -2.535  0.736  -0.695
H  -2.273  2.371  0.178

Results
Spin multiplicity ... 1
E_tot ... -7798.39599 eV
SMILES ... C=C=C(C#[NH+])C=C
Molecular weight ... 92.12 u
Max |F| ... 4.80 eV/Å
Gap between HOMO and LUMO ... 9.06 eV
E_HOMO ... -13.9 eV
Relative energy (zero: lowest compared OMol25 entry of this formula, charge and spin) ... 1.347 eV
Net charge ... +1



Among the records above, which one has the highest E_HOMO?
C26H42Cl10N2O5PS



What is the spin multiplicity in the third record?
1